Model 1:
Molecular formula: H26O13
Method: DFT, ωB97M-V/def2-TZVPD

The geometry in XYZ format:
```
39
H26O13 ωB97M-V/def2-TZVPD
O -3.18 6.89 0.95
O -3.60 9.35 -4.47
O -0.78 8.06 1.62
O -1.52 8.48 -1.36
O -3.96 6.60 -1.95
O -0.84 10.99 -0.48
O -3.42 11.73 -0.72
O -0.84 7.09 -3.46
O 1.52 8.65 0.22
O -0.01 9.37 -4.54
O -1.99 10.57 1.96
O -4.70 9.24 -1.56
O -1.53 5.42 -1.12
H -1.25 9.31 -0.98
H -5.54 9.65 -1.84
H -2.62 10.44 2.63
H -3.31 6.66 0.04
H 2.08 9.08 0.87
H -3.29 12.45 -1.36
H -1.65 11.10 -0.99
H -1.08 10.91 0.47
H -3.79 10.98 -1.19
H -0.43 8.58 -4.11
H -1.56 4.61 -1.60
H -3.15 6.05 1.38
H -4.32 6.34 -2.81
H -0.13 8.01 0.95
H -2.46 8.65 -1.26
H 0.12 6.98 -3.39
H -0.24 9.32 -5.42
H 1.49 9.26 -0.51
H -3.15 9.87 -3.83
H -4.54 9.23 -4.30
H -3.14 6.12 -1.87
H -1.56 7.61 1.33
H -1.59 9.71 1.93
H -1.03 7.61 -2.71
H -0.84 5.94 -1.52
H -4.62 8.36 -1.97
```

Calculated values
E_LUMO = -0.00135 hartree
HOMO level = -10.65 eV
frontier orbital gap = 10.6 eV



Model 2:
Molecular formula: H26O13
Method: DFT, ωB97M-V/def2-TZVPD

The geometry in XYZ format:
```
39
H26O13 ωB97M-V/def2-TZVPD
O -0.04 -3.19 0.69
O 5.25 -2.09 0.93
O 0.80 0.28 0.52
O -1.89 2.91 0.26
O -1.65 -0.27 -2.14
O 3.03 -0.47 1.65
O 4.34 1.98 0.16
O -0.15 0.36 -2.22
O -4.50 0.44 3.16
O -4.01 -0.75 -1.80
O 0.58 3.10 0.08
O 3.15 -0.38 -1.28
O -5.29 -0.85 0.62
H -4.43 -0.97 1.10
H -4.21 -1.66 -1.75
H 2.41 -0.58 0.91
H -1.34 -0.87 -1.50
H -5.54 -1.77 0.49
H -3.87 0.06 2.45
H 1.03 2.44 0.61
H 0.30 -0.42 -2.00
H -2.26 2.04 0.11
H 0.07 0.60 -3.12
H 3.11 0.35 -1.91
H 4.85 2.55 0.73
H 5.93 -1.79 0.34
H 3.89 -0.94 -1.73
H -0.13 2.60 -0.41
H 0.26 -3.99 0.35
H -1.83 -0.86 -2.90
H -3.85 1.10 3.47
H 3.45 0.33 1.54
H 5.04 -1.28 1.49
H 0.85 0.00 1.44
H -4.83 -0.25 -1.76
H 3.75 2.69 -0.31
H -0.94 -3.24 0.42
H -0.17 0.01 0.35
H -1.17 2.79 0.97
```

Calculated values
E_LUMO = -0.01803 hartree
HOMO level = -6.23 eV
frontier orbital gap = 5.7 eV



Model 3:
Molecular formula: H26O13
Method: DFT, ωB97M-V/def2-TZVPD

The geometry in XYZ format:
```
39
H26O13 ωB97M-V/def2-TZVPD
O 0.04 -1.51 -0.68
O -2.38 -0.59 3.44
O -2.03 -1.61 -2.88
O -1.57 1.58 -2.80
O -1.71 2.77 0.91
O -0.79 -2.28 1.90
O 0.67 1.85 -0.01
O 1.53 2.35 -2.48
O 1.79 -2.44 1.38
O 1.84 0.02 -2.71
O 1.11 0.29 2.18
O -2.77 -0.79 0.75
O 3.70 0.10 0.95
H -3.27 -0.78 1.53
H -1.09 0.80 -3.11
H -1.49 -2.97 2.00
H 1.70 0.94 1.85
H 2.49 -0.66 -3.09
H 1.16 -2.33 2.05
H -3.04 -0.64 -0.16
H -0.80 3.36 1.08
H -1.31 -1.75 1.33
H -1.09 -1.68 -2.70
H 0.66 -1.61 0.03
H 0.06 1.84 -0.78
H 3.43 0.36 -0.02
H -1.82 -1.18 4.06
H 0.21 1.95 0.81
H -1.42 1.87 0.72
H -2.25 0.31 3.23
H 2.60 0.59 -2.49
H -2.00 -1.50 -3.84
H 0.60 2.56 -2.57
H 0.71 0.16 3.01
H 1.79 3.32 -2.50
H -1.17 1.59 -1.92
H 2.54 -3.01 1.45
H 0.50 -0.82 -1.15
H 2.86 -0.42 1.21
```

Calculated values
E_LUMO = 0.00057 hartree
HOMO level = -10.41 eV
frontier orbital gap = 10.4 eV



Sorted by energy, starting with the most stable: model 1, model 3, model 2.